ORCA calculation (ωB97M-V/def2-TZVPD) on a gas-phase ion, C2H3OS (charge -1) at a distorted geometry.

Summary:
**E_HOMO**: -3.1 eV
**ΔE to the lowest compared entry with this formula, charge and spin**: 34.6 kJ/mol
**SMILES**: CC([O-])=S
**Largest force on an atom**: 4.9 eV/Å
**Charge**: -1
**LUMO level**: 4.075 eV
**Frontier orbital gap**: 7.167 eV

The geometry in XYZ format:
```
7
C2H3OS | the OMol25 dataset | ωB97M-V/def2-TZVPD
S 1.9806 -0.0127 0.9428
O 1.1549 0.0394 -1.5328
C 0.9742 0.0138 -0.3707
C -0.7831 -0.0456 0.1242
H -0.9731 0.8505 0.7650
H -0.8426 -0.8890 0.8138
H -1.5111 0.0436 -0.7423
```